(1)
{
  "formula": "C25H18AsBr2F6MnN2O10",
  "method": "the ωB97M-V functional and the def2-TZVPD basis",
  "elements": ["Br", "Br", "As", "Mn", "F", "F", "F", "F", "F", "F", "O", "O", "O", "O", "O", "O", "O", "O", "O", "O", "N", "N", "C", "C", "C", "C", "C", "C", "C", "C", "C", "C", "C", "C", "C", "C", "C", "C", "C", "C", "C", "C", "C", "C", "C", "C", "C", "H", "H", "H", "H", "H", "H", "H", "H", "H", "H", "H", "H", "H", "H", "H", "H", "H", "H"],
  "coordinates": [[-3.314697, -3.483934, 5.255237], [-2.982600, -3.117219, -0.342297], [-2.259222, 3.019241, 1.147724], [0.133076, 0.351802, -0.464459], [-0.802252, 2.150431, 0.591606], [-2.999768, 2.739307, -0.379721], [-1.482955, 3.283377, 2.682510], [-3.665767, 3.877381, 1.707482], [-2.904202, 1.526714, 1.751630], [-1.564787, 4.493979, 0.560966], [2.726785, 1.270051, 1.487040], [1.439862, -0.420432, 0.724856], [4.628688, -4.838247, 4.832105], [1.507991, 1.244330, -1.410368], [2.695661, 1.824524, -3.194216], [0.702085, -1.625314, -1.625354], [-1.205489, -0.774443, 0.282132], [6.081366, -3.342300, 5.344602], [-1.554441, 1.119609, -4.039790], [-1.044898, 0.773322, -1.901816], [5.078625, -3.709652, 4.756861], [-0.415695, 0.220055, 2.766123], [-0.080762, 0.722239, 3.924810], [1.952166, 1.052544, -2.614733], [0.847632, 1.900801, 3.955085], [-1.609726, -1.316668, 1.375469], [4.892222, -1.454679, 3.799415], [-0.559248, 0.168294, 5.139339], [-2.612573, -2.589216, 3.719884], [1.589812, -0.275718, -3.289495], [3.081678, -0.922849, 2.302417], [-1.756756, -1.471779, 3.863823], [-1.377594, -0.916213, 5.107860], [-0.166796, -1.818997, -2.757261], [-2.455760, -2.422572, 1.344095], [4.228788, -0.547365, 2.992823], [2.582466, -2.214829, 2.434191], [2.373668, 0.107881, 1.431015], [1.981857, -2.763688, -3.174205], [0.477552, -3.023829, -3.447540], [0.075769, -0.541780, -3.578434], [1.921247, -1.462139, -2.367064], [-0.908149, 0.559649, -3.171629], [4.377701, -2.737343, 3.907243], [-2.954936, -3.055225, 2.488045], [-1.245063, -0.845516, 2.701508], [3.228280, -3.134696, 3.243678], [2.419220, -3.562865, -2.575811], [0.523116, 2.619037, 4.710136], [-1.755340, -1.356397, 6.021165], [2.573440, -2.649625, -4.082909], [2.739306, -1.290287, -1.671960], [1.861926, 1.575339, 4.204411], [1.680556, -2.477103, 1.897550], [-0.269361, 0.619343, 6.080720], [4.577955, 0.470248, 2.878583], [0.143280, -3.950369, -2.980991], [-1.183228, -1.953391, -2.398835], [2.857250, -4.141072, 3.366872], [5.788179, -1.189820, 4.340309], [0.871514, 2.382973, 2.983491], [0.232020, -3.061771, -4.509023], [-0.083900, -0.713173, -4.641436], [-3.609929, -3.908172, 2.380978], [2.167665, -0.311459, -4.211041]],
  "atomic_forces_ev_per_a": [[-0.0005, 0.0012, 0.0004], [0.0073, -0.0050, -0.0044], [-0.0354, -0.0357, -0.0411], [-0.0375, -0.0409, 0.0574], [0.0535, 0.1138, 0.0023], [-0.0195, 0.0090, 0.0210], [0.0146, -0.0056, -0.0257], [0.0105, 0.0033, 0.0150], [-0.0018, 0.0175, -0.0166], [0.0173, -0.0129, 0.0170], [0.0102, -0.0006, -0.0141], [0.0809, 0.0009, -0.0870], [0.0009, -0.0011, 0.0004], [0.0010, 0.0246, 0.0028], [-0.0021, 0.0034, -0.0059], [-0.0032, -0.0179, -0.0089], [-0.1494, 0.0561, -0.0253], [-0.0009, 0.0010, 0.0011], [-0.0029, -0.0026, 0.0055], [-0.0233, -0.0482, 0.0378], [0.0019, -0.0012, 0.0001], [-0.0116, 0.0065, -0.0014], [0.0138, 0.0024, -0.0020], [0.0022, -0.0105, 0.0011], [-0.0046, 0.0005, 0.0226], [0.0957, -0.0452, 0.0215], [-0.0020, 0.0029, -0.0050], [0.0048, -0.0073, -0.0040], [0.0031, 0.0021, 0.0090], [-0.0052, 0.0035, 0.0164], [-0.0187, 0.0018, 0.0216], [-0.0013, -0.0004, -0.0053], [-0.0041, 0.0013, -0.0059], [0.0009, 0.0050, 0.0056], [0.0112, -0.0191, 0.0002], [0.0041, -0.0061, -0.0001], [-0.0070, 0.0090, 0.0007], [-0.0199, -0.0168, 0.0475], [0.0005, 0.0029, -0.0046], [0.0005, -0.0033, -0.0010], [0.0013, -0.0010, -0.0150], [0.0042, -0.0018, 0.0013], [0.0125, 0.0177, -0.0077], [0.0026, -0.0014, -0.0017], [-0.0001, -0.0022, -0.0034], [-0.0222, 0.0020, -0.0083], [-0.0001, 0.0019, 0.0108], [0.0028, 0.0001, 0.0003], [-0.0104, 0.0086, -0.0112], [0.0021, -0.0028, 0.0007], [-0.0004, 0.0014, -0.0010], [-0.0008, -0.0021, 0.0020], [-0.0015, 0.0009, -0.0044], [0.0009, -0.0046, -0.0026], [0.0020, -0.0033, 0.0006], [0.0011, 0.0005, 0.0012], [0.0030, 0.0010, 0.0018], [0.0032, 0.0021, 0.0002], [-0.0023, 0.0024, 0.0029], [-0.0008, 0.0009, 0.0006], [0.0098, -0.0104, -0.0148], [0.0003, -0.0007, -0.0002], [0.0058, -0.0006, -0.0012], [-0.0017, 0.0002, -0.0010], [0.0048, 0.0029, 0.0013]],
  "nbo_charge": [-0.0172, 0.0148, 2.8463, 1.7477, -0.6556, -0.6116, -0.6342, -0.6371, -0.6272, -0.6249, -0.6273, -0.7552, -0.3962, -0.7412, -0.6425, -0.5373, -0.7575, -0.4048, -0.6416, -0.7398, 0.5233, -0.4073, 0.2518, 0.7989, -0.6462, 0.4439, -0.2261, -0.2450, -0.1273, -0.3546, -0.0846, -0.0575, -0.1707, 0.0726, -0.1871, -0.1795, -0.1757, 0.7742, -0.4160, -0.4273, -0.3450, 0.0905, 0.8042, 0.0618, -0.2337, 0.0890, -0.2179, 0.2076, 0.2057, 0.2107, 0.2014, 0.2222, 0.2104, 0.2521, 0.2013, 0.2444, 0.2125, 0.2416, 0.2401, 0.2353, 0.2701, 0.2029, 0.2248, 0.2245, 0.2261],
  "spin_multiplicity": 5,
  "energy_ha": -10959.74848,
  "relative_energy_kj_mol": 125.6,
  "charge": -2,
  "homo_ev": [-3.03, -3.09],
  "homo_lumo_gap_ev": [6.098, 6.161],
  "s2": 6.04
}

***

(2)
{
  "formula": "C25H18AuI2NO4Si",
  "method": "the ωB97M-V functional and the def2-TZVPD basis",
  "elements": ["Au", "I", "I", "Si", "O", "O", "O", "O", "N", "C", "C", "C", "C", "C", "C", "C", "C", "C", "C", "C", "C", "C", "C", "C", "C", "C", "C", "C", "C", "C", "C", "C", "C", "C", "H", "H", "H", "H", "H", "H", "H", "H", "H", "H", "H", "H", "H", "H", "H", "H", "H", "H"],
  "coordinates": [[-0.324514, -0.359447, -1.303148], [-0.852235, 4.912005, -3.388984], [-0.847573, 2.796458, -1.766848], [0.325557, 0.135177, 0.937015], [-2.345229, -0.259101, -1.014171], [-4.267216, -0.455602, -2.160301], [1.449468, -0.824080, -2.213441], [2.288456, -1.426369, -4.201579], [-0.983771, -0.862970, -3.209264], [-2.286754, -0.837802, -3.383066], [1.354135, -1.154842, -3.492528], [3.579438, 2.191939, 2.405112], [-3.180558, 2.486833, 2.906884], [1.393966, -2.474838, 0.995580], [-2.779488, -1.158508, -4.635791], [-1.842356, -1.492606, -5.617576], [-0.470775, -1.517980, -5.363532], [0.567625, -1.568179, 1.669541], [-0.008655, -1.959048, 2.879294], [-1.984559, 3.133456, 2.631666], [-3.065550, -0.480228, -2.117149], [-3.324001, 1.137384, 2.609653], [-2.271678, 0.437949, 2.042048], [1.911606, 1.126720, 1.003161], [1.048940, -4.113361, 2.718482], [4.301279, 2.561344, 1.277042], [1.633451, -3.737354, 1.516197], [-0.930518, 2.432207, 2.063028], [0.231111, -3.223922, 3.400098], [-1.052364, 1.070901, 1.769274], [2.397283, 1.482056, 2.266380], [3.839460, 2.208974, 0.018184], [2.656397, 1.494057, -0.118079], [-0.057228, -1.183825, -4.084314], [1.862490, -2.186566, 0.058443], [-0.647924, -1.272040, 3.421774], [1.233462, -5.099846, 3.124672], [5.223954, 3.118024, 1.381411], [-0.222913, -3.514226, 4.339361], [2.325807, 1.212392, -1.110088], [2.277187, -4.427312, 0.985090], [3.937770, 2.455782, 3.392149], [-3.840743, -1.153797, -4.837256], [-2.405492, -0.608317, 1.793906], [0.246930, -1.788880, -6.124527], [4.400952, 2.486976, -0.864972], [-4.004627, 3.034733, 3.346049], [-4.260643, 0.632986, 2.809647], [1.844471, 1.199106, 3.157173], [-2.195993, -1.747450, -6.608350], [-0.006457, 2.953641, 1.843785], [-1.871379, 4.187395, 2.852866]],
  "atomic_forces_ev_per_a": [[-0.1217, -0.3393, 0.0828], [0.0296, -0.0664, 0.0550], [-0.0907, 0.2739, -0.0813], [0.1622, -0.0186, 0.1027], [-0.1003, 0.1357, -0.2166], [0.0383, 0.0987, 0.1838], [0.1478, 0.1379, 0.1215], [0.0812, -0.0138, 0.1608], [0.0309, -0.0427, 0.2789], [0.0320, 0.0068, -0.1381], [-0.0491, 0.0644, -0.3181], [-0.0059, 0.0103, -0.0001], [0.0238, -0.0261, -0.0112], [0.0099, -0.0092, 0.0395], [0.1354, -0.0276, -0.0780], [-0.0822, 0.0131, -0.0026], [0.0309, 0.0088, 0.0108], [-0.0019, 0.0480, -0.0435], [0.0188, -0.0307, -0.0219], [0.0091, 0.0211, -0.0027], [0.0668, -0.1196, 0.0387], [-0.0114, 0.0023, 0.0098], [0.0193, 0.0519, -0.0068], [0.0139, -0.0818, -0.1342], [-0.0101, 0.0108, 0.0109], [-0.0341, -0.0249, -0.0055], [0.0107, 0.0163, -0.0339], [-0.0343, -0.0182, 0.0178], [-0.0121, 0.0031, 0.0145], [-0.0945, -0.0364, -0.1307], [-0.0258, -0.0192, 0.0267], [0.0144, 0.0188, -0.0230], [-0.0285, 0.0127, 0.0151], [-0.2073, -0.0220, 0.0047], [-0.0090, -0.0212, 0.0178], [0.0162, -0.0159, 0.0005], [-0.0019, 0.0054, 0.0008], [-0.0034, -0.0046, 0.0005], [0.0101, -0.0025, -0.0054], [-0.0191, -0.0086, -0.0023], [-0.0089, 0.0047, 0.0066], [-0.0013, 0.0036, -0.0076], [-0.0091, 0.0115, 0.0464], [-0.0063, 0.0076, -0.0162], [0.0171, 0.0019, 0.0207], [0.0026, -0.0059, 0.0148], [0.0037, -0.0011, -0.0015], [0.0029, 0.0078, -0.0030], [0.0080, 0.0057, -0.0024], [0.0141, -0.0019, 0.0022], [0.0296, -0.0141, -0.0007], [-0.0103, -0.0104, 0.0033]],
  "nbo_charge": [1.1049, -0.0029, -0.0034, 1.3884, -0.7374, -0.5595, -0.7527, -0.5661, -0.5281, 0.1090, 0.7574, -0.2362, -0.1862, -0.1254, -0.1840, -0.1548, -0.1842, -0.5414, -0.1998, -0.2208, 0.7475, -0.2363, -0.1005, -0.5459, -0.1992, -0.1991, -0.2329, -0.1802, -0.2018, -0.5708, -0.1278, -0.2014, -0.1880, 0.0984, 0.2152, 0.2181, 0.2143, 0.2142, 0.2133, 0.2266, 0.2160, 0.2142, 0.2518, 0.2107, 0.2510, 0.2152, 0.2146, 0.2169, 0.2024, 0.2301, 0.2213, 0.2152],
  "spin_multiplicity": 1,
  "energy_ha": -2339.82330,
  "relative_energy_kj_mol": 191.3,
  "charge": 0,
  "homo_ev": -9.02,
  "homo_lumo_gap_ev": 7.156
}